Density functional theory data (the ωB97M-V functional and the def2-TZVPD basis) for C38H38CuNO2PS as an isolated structure.

Positions of all 82 atoms, in Å:
Cu: -0.2931 -0.4969 1.2167
S: 2.1501 -4.2448 2.5299
C: 3.3163 -3.4270 1.5293
C: 4.5773 -3.8418 1.1405
C: 5.3416 -2.9751 0.3820
C: 4.8622 -1.7155 0.0253
C: 3.6052 -1.2969 0.4034
C: 2.8134 -2.1586 1.1598
N: 1.5720 -1.8881 1.6359
C: 1.0913 -2.8332 2.3731
C: -0.1677 -2.7124 3.0581
C: -0.6265 -3.6908 3.9430
C: -1.7985 -3.4881 4.6427
C: -2.4901 -2.2948 4.4848
C: -2.0257 -1.3266 3.6059
C: -0.8845 -1.5195 2.8376
H: 4.9527 -4.8086 1.4395
H: 6.3348 -3.2720 0.0802
H: 5.4907 -1.0506 -0.5478
H: 3.2314 -0.3163 0.1514
H: -0.0495 -4.5966 4.0813
H: -2.1675 -4.2415 5.3267
H: -3.3989 -2.1164 5.0456
H: -2.5690 -0.3944 3.5151
C: -3.9585 1.1793 1.4253
O: -3.1371 0.3040 0.6952
C: -3.7313 -0.9553 0.4971
C: -2.9142 -1.7436 -0.5149
O: -1.6811 -2.1195 0.0603
C: -0.9023 -2.9208 -0.7892
H: -4.8402 1.4674 0.8376
H: -3.3689 2.0670 1.6444
H: -4.2965 0.7251 2.3644
H: -4.7526 -0.8313 0.1033
H: -3.7724 -1.5092 1.4460
H: -2.7502 -1.1136 -1.4002
H: -3.4755 -2.6447 -0.8125
H: -1.3953 -3.8807 -0.9959
H: 0.0326 -3.1021 -0.2643
H: -0.6963 -2.4204 -1.7451
C: 0.6077 2.7461 -3.3849
C: 1.2739 1.4071 -3.3109
C: 2.1007 1.0245 -4.3600
C: 2.7487 -0.1962 -4.3695
C: 2.5690 -1.0803 -3.3210
C: 1.7439 -0.7214 -2.2724
C: 1.1025 0.5152 -2.2447
P: 0.1233 0.8194 -0.7127
C: -1.3647 1.5657 -1.4935
C: -1.8493 0.7660 -2.5327
C: -2.9914 1.0916 -3.2323
C: -3.6847 2.2406 -2.8908
C: -3.2120 3.0401 -1.8690
C: -2.0588 2.7293 -1.1540
C: -1.5994 3.7066 -0.1154
C: 1.1643 2.0053 0.1726
C: 2.2394 2.6858 -0.3813
C: 3.1372 3.3600 0.4271
C: 3.0068 3.2834 1.8107
C: 1.9662 2.5814 2.3755
C: 0.9873 1.9584 1.5830
C: -0.1387 1.2829 2.1468
H: 1.2298 3.4391 -3.9471
H: 0.4192 3.1613 -2.4003
H: -0.3481 2.6553 -3.8997
H: 2.2424 1.7070 -5.1871
H: 3.3881 -0.4547 -5.2002
H: 3.0729 -2.0350 -3.3196
H: 1.5950 -1.4023 -1.4431
H: -1.2922 -0.1222 -2.8099
H: -3.3317 0.4570 -4.0388
H: -4.5894 2.5084 -3.4159
H: -3.7443 3.9464 -1.6159
H: -2.4434 4.2998 0.2366
H: -0.8683 4.3951 -0.5457
H: -1.1326 3.2154 0.7316
H: 2.3989 2.6811 -1.4489
H: 3.9611 3.9005 -0.0184
H: 3.7385 3.7704 2.4421
H: 1.8763 2.5136 3.4508
H: -1.1056 1.5089 1.7202
H: -0.1668 1.2483 3.2270

Forces on the atoms, in the same order (eV/Å):
Cu 0.0 -0.6 0.5
S -0.1 0.5 -0.2
C -0.3 0.3 0.0
C 0.1 0.0 0.0
C 0.1 -0.1 0.0
C 0.0 0.1 -0.1
C -0.1 -0.1 0.1
C 1.0 -0.7 -0.1
N -0.8 0.5 -0.1
C 0.8 -0.6 -0.1
C -1.0 0.3 0.5
C 0.2 0.1 -0.2
C -0.1 -0.1 0.1
C 0.0 0.1 0.0
C 0.1 0.0 0.0
C 0.1 -0.1 -0.4
H 0.1 -0.1 0.0
H 0.1 0.0 0.0
H 0.1 0.0 -0.1
H 0.0 0.2 0.0
H 0.0 -0.1 0.1
H 0.0 0.0 0.0
H 0.0 0.0 0.1
H -0.1 0.1 0.0
C -0.1 0.0 0.0
O 0.2 -0.1 0.0
C 0.1 -0.3 -0.2
C -0.4 0.2 0.1
O -0.1 0.1 0.1
C 0.1 -0.2 -0.2
H 0.0 0.0 0.0
H 0.0 0.0 0.0
H 0.0 0.0 0.0
H 0.1 -0.1 0.0
H -0.1 0.0 -0.1
H -0.1 -0.2 0.1
H 0.1 0.1 0.1
H 0.0 0.1 0.0
H 0.1 -0.1 -0.1
H 0.0 0.0 0.1
C 0.0 0.1 -0.1
C 0.0 -0.1 0.1
C 0.0 0.0 0.0
C 0.0 -0.1 0.0
C 0.1 -0.1 -0.1
C -0.1 0.0 0.1
C 0.0 -0.4 0.4
P 0.2 0.5 -0.5
C -0.1 -0.2 0.0
C 0.1 0.1 0.1
C 0.0 0.0 -0.1
C -0.1 0.0 0.0
C -0.1 0.0 0.0
C 0.1 -0.1 -0.1
C 0.1 0.0 0.0
C -0.1 -0.2 0.4
C 0.0 0.2 0.0
C 0.2 0.0 -0.1
C 0.1 0.0 -0.1
C -0.1 -0.1 0.0
C 0.6 0.6 -0.5
C -0.3 -0.2 0.3
H 0.0 0.1 0.0
H 0.0 0.1 0.0
H -0.1 0.1 0.0
H 0.0 0.1 -0.1
H 0.1 0.0 -0.1
H 0.0 -0.1 0.0
H 0.0 0.0 0.0
H -0.1 0.0 0.0
H 0.0 0.0 0.0
H -0.1 0.1 -0.1
H -0.1 0.1 0.0
H 0.0 0.0 0.0
H 0.1 0.0 0.1
H 0.0 0.1 0.1
H 0.0 0.0 -0.1
H 0.0 0.0 0.0
H 0.0 0.0 0.1
H 0.0 0.0 0.1
H -0.3 0.4 0.0
H 0.0 -0.1 0.1

Spin multiplicity = 2
Charge = 0
DFT total energy = -110370.265 eV

=====

Density functional theory data (the ωB97M-V functional and the def2-TZVPD basis) for C38H38F3HgN8O2PS4 as an isolated structure.

Positions of all 95 atoms, in Å:
Hg: -1.0132 0.6069 -0.4368
O: -3.9995 2.0587 0.6562
N: -2.6218 2.2504 0.9403
C: -2.5152 3.0402 1.9712
C: -1.3238 3.4981 2.5767
C: -1.5015 4.4618 3.6135
C: -0.4698 5.0566 4.2752
C: 0.8710 4.7063 3.9486
C: 1.0848 3.7681 2.9780
C: 0.0393 3.1401 2.2551
P: 0.5865 1.8112 1.1892
C: 1.3811 0.6767 2.3966
C: 2.7318 0.6290 2.7225
C: 3.1851 -0.2136 3.7305
C: 2.2965 -1.0172 4.4281
C: 0.9416 -0.9693 4.1158
C: 0.4915 -0.1330 3.1082
C: 1.9556 2.4763 0.1804
C: 1.9900 3.8249 -0.1584
C: 2.9770 4.3080 -1.0052
C: 3.9372 3.4496 -1.5215
C: 3.8932 2.0973 -1.2079
C: 2.8974 1.6094 -0.3755
H: -3.9671 1.6423 -0.2190
H: -3.4454 3.4108 2.4005
H: -2.5203 4.7299 3.8721
H: -0.6706 5.7886 5.0481
H: 1.7065 5.1618 4.4640
H: 2.1096 3.4846 2.7588
H: 3.4401 1.2564 2.1957
H: 4.2414 -0.2405 3.9683
H: 2.6541 -1.6723 5.2131
H: 0.2329 -1.5754 4.6688
H: -0.5675 -0.0926 2.8659
H: 1.2352 4.4924 0.2382
H: 2.9849 5.3564 -1.2751
H: 4.7086 3.8289 -2.1805
H: 4.6223 1.4164 -1.6290
H: 2.8391 0.5463 -0.1678
F: 0.3691 3.6406 -5.2211
C: 1.4204 3.6161 -4.3728
F: 2.4993 3.9475 -5.1258
F: 1.2538 4.6219 -3.5123
C: 1.5929 2.2695 -3.7321
C: 2.7091 1.5166 -4.0501
C: 2.8560 0.2381 -3.5346
C: 1.8619 -0.2247 -2.6908
N: 0.8011 0.4951 -2.3500
C: 0.6166 1.7424 -2.8475
S: -0.8041 2.5703 -2.3423
H: 3.4586 1.9273 -4.7126
H: 3.7084 -0.3800 -3.7772
H: 1.9153 -1.2159 -2.2551
O: -2.3058 -1.2762 1.0016
N: -3.5176 -1.5796 0.6395
C: -4.2705 -2.2927 1.5113
C: -5.5498 -2.6842 1.2290
C: -6.1001 -2.3278 0.0000
C: -5.3395 -1.5887 -0.8708
C: -4.0276 -1.1935 -0.5685
S: -3.1283 -0.2039 -1.6583
H: -3.7626 -2.5141 2.4371
H: -6.1020 -3.2546 1.9617
H: -7.1095 -2.6144 -0.2615
H: -5.7293 -1.2756 -1.8287
C: -1.0394 -4.6937 3.0694
C: 0.2201 -5.2225 2.3799
C: -0.0724 -5.7395 0.9723
C: 1.3924 -4.2381 2.4125
N: 1.3141 -3.1472 1.4497
C: 0.2883 -2.4399 0.9748
N: 0.7569 -1.5042 0.1898
N: 2.0988 -1.6539 0.1893
N: 2.4438 -2.6325 0.9391
H: -1.7857 -5.4867 3.1424
H: -1.4969 -3.8677 2.5265
H: -0.8166 -4.3467 4.0804
H: 0.5770 -6.0690 2.9768
H: -0.4600 -4.9547 0.3220
H: -0.8200 -6.5326 1.0108
H: 0.8268 -6.1446 0.5047
H: 2.3208 -4.7564 2.1761
H: 1.4977 -3.8041 3.4101
H: -0.7589 -2.5599 1.1896
S: -0.8671 -3.4110 -3.3684
C: -0.9078 -2.2382 -4.5328
N: -1.6157 -1.1138 -4.5227
C: -1.5390 -0.2066 -5.6536
C: -0.3174 -0.6201 -6.4749
S: 0.0194 -2.3497 -6.0277
H: -2.1403 -0.8554 -3.6933
H: -1.4458 0.8185 -5.2927
H: -2.4514 -0.2826 -6.2518
H: 0.5508 -0.0213 -6.2255
H: -0.5067 -0.5555 -7.5440

Forces on the atoms, in the same order (eV/Å):
Hg -0.1 0.5 0.2
O 0.0 -0.1 -0.2
N 0.0 0.0 0.0
C -0.1 0.0 0.0
C 0.1 0.1 0.1
C 0.0 0.0 0.0
C 0.0 0.0 0.0
C 0.0 0.0 0.0
C 0.0 0.0 0.0
C 0.0 -0.1 -0.2
P -0.1 0.1 0.1
C -0.1 -0.1 -0.1
C 0.0 0.1 0.0
C 0.0 0.0 0.0
C 0.0 0.0 0.0
C 0.0 0.0 0.0
C 0.0 0.0 0.0
C 0.0 -0.1 0.0
C 0.0 0.0 0.0
C 0.1 0.0 0.0
C 0.0 0.0 0.1
C 0.1 0.1 0.2
C 0.0 0.0 0.1
H 0.0 0.0 0.1
H 0.0 0.0 0.0
H 0.0 0.0 0.0
H 0.0 0.0 0.0
H 0.0 0.0 0.0
H 0.0 0.0 0.0
H 0.0 0.0 0.0
H 0.0 0.0 0.0
H 0.0 0.0 0.0
H 0.0 0.0 0.0
H 0.0 0.0 0.0
H 0.0 0.0 0.0
H 0.0 0.0 0.0
H 0.0 0.0 0.0
H 0.0 0.0 0.0
H 0.1 0.1 0.0
F -0.1 0.0 0.0
C 0.0 -0.1 0.0
F 0.1 0.0 -0.1
F 0.0 0.1 0.1
C 0.0 -0.1 -0.1
C -0.2 -0.1 -0.1
C -0.1 -0.1 -0.1
C -0.1 -0.1 -0.1
N 0.0 0.0 -0.1
C 0.0 -0.1 0.0
S 0.0 0.0 -0.1
H 0.0 0.0 0.0
H 0.0 0.0 0.0
H 0.0 0.0 0.0
O 0.1 -0.1 0.1
N 0.0 0.0 0.0
C 0.0 0.0 0.0
C 0.0 0.0 0.0
C 0.0 0.0 0.0
C 0.0 0.0 0.0
C 0.0 0.0 0.0
S 0.1 0.0 0.2
H 0.0 0.0 0.0
H 0.0 0.0 0.0
H 0.0 0.0 0.0
H 0.0 0.0 0.0
C 0.1 0.0 0.0
C 0.0 0.0 0.0
C 0.0 0.0 0.0
C 0.0 0.0 0.0
N 0.1 -0.1 0.0
C -0.1 0.1 0.0
N 0.2 -0.1 -0.2
N -0.1 -0.2 0.1
N 0.1 0.0 0.0
H 0.0 0.0 0.0
H 0.0 0.0 0.0
H 0.0 0.0 0.0
H 0.0 0.0 0.0
H 0.0 0.0 0.0
H 0.0 0.0 0.0
H 0.0 0.0 0.0
H 0.0 0.0 0.0
H 0.0 0.0 0.0
H 0.0 0.0 0.0
S 0.0 0.0 0.0
C 0.0 0.0 0.0
N 0.2 0.1 0.0
C -0.1 0.0 0.0
C 0.0 -0.1 0.0
S 0.0 0.0 0.0
H 0.0 -0.2 0.1
H 0.0 0.0 0.0
H 0.0 0.0 0.0
H 0.1 0.1 0.1
H 0.0 0.0 0.0

Energy above the lowest of the compared OMol25 structures with the same formula, charge and spin = 0.0 kJ/mol
Spin multiplicity = 2
Charge = -1
DFT total energy = -120995.312 eV

=====

Density functional theory data (the ωB97M-V functional and the def2-TZVPD basis) for C38H38GaN5O2P2S2 as an isolated structure.

Positions of all 88 atoms, in Å:
Ga: 0.5287 0.8126 -0.7830
N: 6.2630 4.6750 -4.2323
C: 5.1314 3.9869 -3.9587
C: 5.1460 2.9217 -3.0353
C: 3.9969 2.2249 -2.7551
C: 2.8050 2.5828 -3.3941
C: 2.7688 3.6426 -4.3125
C: 3.9166 4.3376 -4.5829
S: 1.3601 1.7209 -3.1263
O: 0.5901 1.5229 -4.3047
O: 1.7063 0.4518 -2.3492
N: 0.4519 2.4203 -1.9487
C: 1.0706 3.2585 -1.0065
N: 1.3546 4.5229 -1.2189
C: 1.7644 5.2003 -0.1447
C: 1.8693 4.6301 1.1216
C: 1.6293 3.2799 1.2243
N: 1.2653 2.5813 0.1421
H: 7.1489 4.3653 -3.8750
H: 6.2832 5.3488 -4.9769
H: 6.0780 2.6404 -2.5613
H: 4.0207 1.3948 -2.0627
H: 1.8420 3.9071 -4.8050
H: 3.8982 5.1558 -5.2918
H: 2.0075 6.2439 -0.3047
H: 2.1553 5.2146 1.9828
H: 1.7559 2.7282 2.1480
C: -5.5219 -3.4227 2.8850
S: -3.9624 -3.0422 3.7097
C: -2.8232 -3.9852 2.6596
C: -2.2112 -3.1731 1.5223
C: -1.4307 -1.9828 2.0510
N: -0.8759 -1.1376 0.9624
P: -1.6099 0.3071 0.3915
C: -3.1067 0.5824 1.3128
C: -3.0593 1.3924 2.4487
C: -4.2122 1.6040 3.1861
C: -5.4057 1.0233 2.7778
C: -5.4564 0.2333 1.6350
C: -4.3081 0.0088 0.8937
C: -2.0794 -0.1137 -1.3206
C: -1.9593 -1.4010 -1.8455
C: -2.2694 -1.6375 -3.1786
C: -2.6993 -0.5949 -3.9853
C: -2.8219 0.6916 -3.4687
C: -2.5053 0.9366 -2.1461
P: 0.7476 -1.1428 0.5532
C: 1.2067 -2.7712 0.0130
C: 1.5473 -3.7369 0.9626
C: 1.7424 -5.0473 0.5525
C: 1.6141 -5.3847 -0.7898
C: 1.3069 -4.4145 -1.7365
C: 1.1037 -3.1043 -1.3391
C: 1.7230 -0.6872 1.9904
C: 1.1241 0.0183 3.0362
C: 1.8939 0.4428 4.1105
C: 3.2577 0.1793 4.1330
C: 3.8577 -0.5083 3.0849
C: 3.0949 -0.9428 2.0123
H: -6.3096 -2.9446 3.4647
H: -5.6961 -4.4971 2.8821
H: -5.5482 -3.0342 1.8672
H: -3.3745 -4.8360 2.2611
H: -2.0415 -4.3822 3.3109
H: -3.0030 -2.8199 0.8538
H: -1.5405 -3.8096 0.9342
H: -0.6050 -2.3172 2.6861
H: -2.0807 -1.3687 2.6747
H: -2.1275 1.8541 2.7563
H: -4.1831 2.2276 4.0696
H: -6.3081 1.1955 3.3498
H: -6.3946 -0.2007 1.3154
H: -4.3493 -0.5988 -0.0022
H: -1.6589 -2.2180 -1.2023
H: -2.1800 -2.6370 -3.5849
H: -2.9397 -0.7816 -5.0238
H: -3.1492 1.5025 -4.1049
H: -2.5923 1.9424 -1.7492
H: 1.6627 -3.4770 2.0078
H: 1.9992 -5.8039 1.2819
H: 1.7677 -6.4093 -1.1023
H: 1.2319 -4.6790 -2.7828
H: 0.8860 -2.3413 -2.0777
H: 0.0572 0.2087 3.0287
H: 1.4278 0.9643 4.9367
H: 3.8552 0.5042 4.9749
H: 4.9189 -0.7163 3.1098
H: 3.5655 -1.4878 1.2020

Forces on the atoms, in the same order (eV/Å):
Ga 0.1 0.3 0.6
N -0.1 -0.1 0.0
C 0.1 0.1 0.0
C 0.0 0.0 0.0
C -0.1 0.1 0.0
C 0.2 0.1 -0.1
C 0.0 -0.1 0.1
C 0.0 0.0 0.0
S -0.2 -0.3 0.0
O 0.1 0.0 0.1
O 0.1 0.0 -0.2
N -0.1 0.4 0.0
C -0.1 -0.3 -0.4
N 0.0 0.1 0.2
C 0.0 0.0 -0.1
C 0.0 0.0 0.0
C 0.2 -0.2 0.1
N -0.1 0.0 0.0
H 0.0 0.0 0.0
H 0.0 0.0 0.0
H 0.0 0.0 0.0
H 0.0 0.0 0.0
H 0.0 0.0 0.0
H 0.0 0.0 0.0
H 0.0 0.0 0.0
H 0.0 0.0 0.0
H 0.0 0.0 0.0
C 0.0 0.1 0.0
S -0.1 0.0 0.0
C 0.0 0.0 0.0
C 0.0 0.0 0.0
C 0.0 -0.1 -0.2
N 0.1 0.3 0.5
P 0.0 -0.5 -1.0
C 0.0 0.2 0.1
C 0.0 -0.1 0.1
C 0.0 0.0 0.0
C 0.0 0.0 0.0
C 0.0 0.0 0.0
C 0.0 0.0 0.1
C -0.2 0.0 0.0
C -0.1 0.0 0.0
C 0.0 0.0 0.0
C 0.0 0.0 0.0
C 0.0 0.0 -0.1
C 0.0 0.0 0.1
P -0.2 0.0 0.3
C 0.2 0.0 -0.1
C 0.0 -0.1 -0.1
C 0.0 0.0 0.0
C 0.0 0.0 0.0
C 0.0 0.0 0.0
C 0.0 0.1 0.0
C 0.0 0.0 0.0
C 0.0 0.0 0.0
C 0.0 0.0 0.0
C 0.0 0.0 0.0
C 0.0 0.0 0.0
C 0.0 0.0 0.0
H 0.0 0.0 0.0
H 0.0 0.0 0.0
H 0.0 0.0 0.0
H 0.1 -0.1 0.0
H 0.0 0.0 0.0
H 0.0 0.0 0.0
H -0.1 0.0 0.0
H 0.0 0.0 0.0
H 0.0 0.0 0.0
H 0.0 0.0 0.0
H 0.0 0.0 0.0
H 0.0 0.0 0.0
H 0.0 0.0 0.0
H 0.0 0.0 0.0
H 0.1 0.0 0.0
H 0.0 0.0 0.0
H 0.0 0.0 0.0
H 0.0 0.0 0.0
H 0.0 0.0 0.0
H 0.0 0.0 0.0
H 0.0 0.0 0.0
H 0.0 0.0 0.0
H 0.0 0.0 0.0
H 0.0 0.0 0.0
H 0.0 0.0 0.0
H 0.0 0.0 0.0
H 0.0 0.0 0.0
H 0.0 0.0 0.0
H 0.0 0.0 0.0

Charge = +2
DFT total energy = -144180.915 eV